{"formula": "C5H9IN", "method": "ωB97M-V/def2-TZVPD", "molar_mass_g_mol": 210.04, "charge": 1, "lumo_energy_ev": -3.86, "homo_lumo_gap_ev": 9.22, "smiles": "C/C=C/C=C(\\[NH3+])I", "elements": ["C", "H", "H", "C", "H", "H", "H", "H", "N", "C", "H", "H", "C", "C", "I", "H"], "positions_angstrom": [[0.011420, -2.517721, 0.143911], [0.949342, 2.604265, 0.414348], [0.618543, -1.992894, -1.796656], [-0.050023, -0.204364, 1.103711], [0.071227, -1.895216, 2.246590], [-0.358204, 0.365673, 1.992730], [-0.623809, -0.929387, -1.067823], [-0.880819, -2.492407, -1.788078], [-0.131081, -1.920784, -1.154555], [-0.039523, -1.685297, 1.191508], [0.828233, 0.213931, -0.721278], [-0.502966, 2.368556, 1.085090], [0.106003, 2.078157, 0.298589], [0.348533, 0.642661, 0.185390], [0.113927, -4.595056, 0.196956], [-0.281619, 2.567531, -0.533235]], "forces_ev_per_a": [[-0.04, -0.25, 1.69], [3.71, 1.77, 0.66], [1.77, 0.64, -0.42], [-0.81, -0.27, 1.56], [-0.22, -1.27, -0.20], [-0.39, -0.97, 0.01], [1.68, -1.83, -0.19], [1.62, 1.18, 2.04], [-5.55, -0.18, -2.29], [1.07, 1.51, -0.21], [-0.02, 0.94, 0.48], [-1.30, 0.05, 1.74], [-0.79, -1.17, -0.48], [0.32, -0.76, -2.35], [-0.01, 0.39, -0.06], [-1.04, 0.23, -1.98]], "mulliken_charge": [-0.18, 0.43, 0.34, -0.34, 0.38, 0.24, 0.43, 0.44, -0.39, -0.32, 0.40, 0.43, -1.64, 0.13, 0.27, 0.38]}

---

{"formula": "C5H9MgO3", "method": "ωB97M-V/def2-TZVPD", "molar_mass_g_mol": 141.43, "charge": 1, "lumo_energy_ev": -5.43, "homo_lumo_gap_ev": 6.71, "elements": ["Mg", "C", "H", "C", "H", "C", "H", "O", "H", "C", "C", "O", "H", "O", "H", "H", "H", "H"], "positions_angstrom": [[-0.258843, 0.925805, -0.905342], [2.008333, -1.475459, -0.371007], [-4.091957, -1.683752, -1.962178], [-3.102692, -1.200647, -1.929578], [-3.401457, -1.312479, 0.248997], [1.292651, 0.474376, 0.984922], [2.031978, -1.728974, -1.438481], [1.255492, -0.262599, -0.231587], [4.032591, -2.115040, -0.101068], [-2.854600, -0.768291, -0.540513], [3.392096, -1.276072, 0.202459], [-1.821797, -0.173239, -0.170673], [3.365321, -1.229428, 1.300138], [0.823147, 1.594041, 0.658068], [-3.057640, -0.379672, -2.652502], [3.829081, -0.336296, -0.160936], [-2.383080, -1.998082, -2.179757], [1.462572, -2.272783, 0.148944]], "forces_ev_per_a": [[0.72, -0.45, 1.45], [0.18, -0.78, 0.41], [0.30, 0.33, -0.25], [-1.13, 0.02, -0.21], [-0.29, 0.72, -0.03], [0.18, 1.16, -0.17], [-0.03, 0.28, 0.25], [-0.76, -0.17, -1.40], [-0.10, 0.25, 0.09], [2.44, -1.40, 0.88], [0.39, -0.21, 0.15], [-1.31, 0.54, -1.06], [-0.01, -0.03, -0.41], [-0.82, -0.21, 0.23], [0.11, -0.20, 0.01], [-0.06, -0.31, -0.01], [0.03, 0.37, 0.14], [0.17, 0.10, -0.08]], "mulliken_charge": [1.10, -0.13, 0.31, -0.98, 0.37, -0.15, 0.25, 0.02, 0.37, 0.38, -1.14, -0.49, 0.35, -0.46, 0.32, 0.31, 0.31, 0.25]}

---

{"formula": "C5H9MgO4Tb", "method": "ωB97M-V/def2-TZVPD", "molar_mass_g_mol": 316.35, "charge": 1, "lumo_energy_ev": [-3.68, -4.99], "homo_lumo_gap_ev": [6.02, 4.70], "multiplicity": 8, "elements": ["Tb", "O", "H", "H", "H", "H", "O", "H", "O", "C", "H", "O", "Mg", "C", "H", "H", "H", "C", "C", "C"], "positions_angstrom": [[0.708591, 1.540841, -1.059836], [-1.319356, 0.739575, -0.460750], [-0.887098, 0.176400, 1.509347], [3.948885, 1.186464, -0.237817], [3.331602, 1.461227, 1.387256], [-2.683716, 0.136154, -1.899470], [-0.167332, -1.621745, -0.512865], [-2.148562, -1.695369, -0.597730], [3.405211, -1.587482, 0.872776], [-1.367464, -1.520060, 0.168562], [-2.309173, 1.868509, -1.917413], [1.984958, 0.511518, 0.211670], [1.603413, -1.388263, 0.049510], [-2.464995, 1.002853, -1.262411], [-2.556802, 0.063852, 1.070474], [-1.610471, -2.197578, 1.006544], [-3.317597, 1.204090, -0.597308], [-1.544013, -0.097432, 0.672428], [4.069357, -0.512001, 1.042108], [3.324553, 0.728440, 0.554928]], "forces_ev_per_a": [[-0.20, 0.53, -0.59], [-0.05, 1.50, 0.21], [0.36, 0.04, -0.53], [-0.34, -0.27, -0.05], [0.23, -0.39, -0.23], [-0.02, 0.18, 0.20], [1.18, -0.06, 0.63], [-0.14, -0.01, 0.52], [-0.56, 0.40, -0.38], [-0.88, 0.33, -0.66], [0.23, -0.05, 0.27], [-1.13, -0.06, -1.04], [0.52, -1.08, 0.78], [-1.01, -0.42, -0.20], [0.11, 0.06, -0.29], [0.67, -0.15, -0.25], [0.20, 0.03, -0.37], [-0.92, -0.92, 0.58], [0.48, -0.60, 0.05], [1.28, 0.95, 1.35]], "lowdin_spin": [6.85, 0.04, 0.00, 0.00, 0.00, 0.00, 0.01, 0.00, 0.00, 0.00, 0.00, 0.04, 0.02, 0.01, 0.00, 0.00, 0.00, 0.00, 0.00, 0.01]}